Below is an isolated molecule of C8H7ClFN3OS in a non-equilibrium geometry, with properties calculated with the ωB97M-V functional and the def2-TZVPD basis.

DFT total energy	-1506.63123	hartree
charge	0

XYZ file:
```
22
Properties=species:S:1:pos:R:3:forces:R:3:mulliken_charge:R:1
C -0.5559 0.1578 2.7411 -0.330 -0.144 -1.120 0.557
C 2.2775 0.2834 0.0413 -0.444 -1.804 -4.080 -0.929
C 2.4850 0.8406 -1.2117 2.455 2.350 3.572 -0.326
C 0.1637 -0.6198 -1.1200 -0.750 -1.079 -0.822 0.206
C 1.1360 -0.7062 -0.0183 2.161 0.663 2.749 1.313
C 1.6246 0.7947 -2.3212 -2.728 -3.903 1.125 0.466
C -3.4876 0.6267 0.3036 0.692 0.391 -0.622 -0.796
C 0.9855 -1.5345 1.0343 -0.220 -1.679 -2.149 -0.867
N 0.4302 0.0312 3.3078 1.264 -0.250 1.367 -0.529
N 0.6339 -0.0370 -2.3985 -0.358 0.492 0.694 -0.621
N -1.5881 0.4168 1.9863 -1.300 0.372 -1.010 -0.517
O -0.8563 0.2684 -0.6824 -2.603 1.125 1.288 -0.418
F -0.0127 -2.5032 0.8972 0.997 0.887 0.697 -0.274
S -1.9180 -0.3163 0.6204 0.324 0.635 -0.354 0.498
Cl 2.1381 1.5292 -3.6927 0.626 1.370 -2.211 -0.163
H 3.1448 0.1159 0.6882 -0.731 0.587 0.298 0.344
H 3.3440 1.5318 -1.4051 -0.507 -0.907 0.589 0.285
H -0.3531 -1.6216 -1.2743 1.042 1.062 -0.293 0.354
H -4.3780 0.0922 0.7159 1.086 0.334 -0.150 0.324
H -3.3003 1.6181 0.7351 -0.226 -0.463 0.333 0.319
H -3.6079 0.8204 -0.7690 0.084 -0.565 0.114 0.332
H 1.6947 -1.7885 1.8223 -0.536 0.523 -0.014 0.442
```
Positions in Å, forces in eV/Å.